{"formula": "C19H43Cl3", "method": "the ωB97M-V functional and the def2-TZVPD basis", "symbols": ["C", "C", "C", "C", "C", "C", "H", "H", "H", "H", "H", "H", "H", "H", "H", "H", "H", "H", "H", "H", "C", "C", "C", "C", "C", "C", "H", "H", "H", "H", "H", "H", "H", "H", "H", "H", "H", "H", "H", "H", "C", "C", "C", "C", "C", "C", "H", "H", "H", "H", "H", "H", "H", "H", "H", "H", "H", "H", "H", "H", "C", "Cl", "Cl", "Cl", "H"], "positions_angstrom": [[-8.379, 0.675, -4.582], [-7.193, 0.827, -3.616], [-5.843, 0.981, -4.311], [-4.679, 0.752, -3.322], [-3.354, 1.347, -3.672], [-2.428, 1.499, -2.444], [-8.392, 1.498, -5.297], [-9.261, 0.690, -3.943], [-8.274, -0.253, -5.143], [-7.384, 1.709, -2.992], [-7.234, 0.040, -2.854], [-5.767, 2.028, -4.620], [-5.738, 0.361, -5.201], [-4.970, 1.236, -2.377], [-4.615, -0.318, -3.100], [-2.752, 0.727, -4.345], [-3.497, 2.343, -4.101], [-1.391, 1.690, -2.703], [-2.800, 2.236, -1.727], [-2.515, 0.556, -1.889], [2.069, -2.211, 4.535], [1.463, -2.601, 3.184], [0.779, -1.475, 2.376], [-0.177, -0.620, 3.224], [-0.741, 0.610, 2.496], [-1.426, 0.194, 1.194], [2.964, -1.596, 4.447], [2.339, -3.150, 5.023], [1.335, -1.719, 5.171], [2.285, -3.002, 2.581], [0.789, -3.451, 3.320], [0.185, -1.866, 1.550], [1.613, -0.900, 1.966], [-0.978, -1.196, 3.683], [0.414, -0.282, 4.082], [-1.438, 1.144, 3.146], [0.017, 1.366, 2.273], [-0.777, -0.118, 0.375], [-2.170, -0.571, 1.424], [-1.961, 1.030, 0.726], [5.819, -0.456, 2.691], [5.724, -0.535, 1.161], [5.564, 0.822, 0.498], [5.546, 0.726, -1.053], [5.565, 2.084, -1.762], [6.946, 2.755, -1.837], [6.102, -1.422, 3.110], [4.860, -0.135, 3.110], [6.554, 0.274, 3.031], [6.730, -0.890, 0.898], [5.014, -1.271, 0.785], [6.424, 1.431, 0.800], [4.699, 1.414, 0.818], [6.400, 0.061, -1.225], [4.668, 0.157, -1.367], [5.129, 1.881, -2.744], [4.801, 2.714, -1.294], [7.611, 1.936, -2.123], [6.966, 3.417, -2.704], [7.237, 3.265, -0.927], [-3.747, -3.745, 3.185], [-4.629, -3.622, 1.655], [-3.423, -2.144, 3.829], [-2.261, -4.676, 3.064], [-4.416, -4.251, 3.868]], "lowdin_charge": [-0.115, -0.291, -0.220, -0.250, -0.281, -0.122, 0.069, 0.067, 0.069, 0.106, 0.105, 0.109, 0.112, 0.113, 0.118, 0.107, 0.106, 0.067, 0.069, 0.063, -0.110, -0.260, -0.207, -0.239, -0.253, -0.126, 0.062, 0.070, 0.059, 0.098, 0.083, 0.097, 0.111, 0.050, 0.092, 0.101, 0.104, 0.068, 0.057, 0.060, -0.118, -0.277, -0.240, -0.233, -0.271, -0.101, 0.067, 0.059, 0.070, 0.106, 0.106, 0.109, 0.112, 0.105, 0.106, 0.098, 0.102, 0.070, 0.064, 0.066, -1.555, 0.522, 0.565, 0.542, 0.008], "total_charge": 0, "total_energy_ev": -57967.4355, "e_lumo_ev": 0.60}

---

{"formula": "C19H43Cs2N5O17S3", "method": "the ωB97M-V functional and the def2-TZVPD basis", "symbols": ["Cs", "Cs", "S", "O", "O", "O", "O", "C", "C", "O", "N", "C", "H", "H", "H", "H", "H", "H", "H", "C", "C", "O", "N", "C", "H", "H", "H", "H", "H", "H", "H", "C", "C", "O", "N", "C", "H", "H", "H", "H", "H", "H", "H", "C", "C", "O", "N", "C", "H", "H", "H", "H", "H", "H", "H", "C", "C", "O", "N", "C", "H", "H", "H", "H", "H", "H", "H", "C", "C", "O", "S", "O", "O", "O", "H", "H", "H", "H", "C", "C", "O", "S", "O", "O", "O", "H", "H", "H", "H"], "positions_angstrom": [[1.577, 4.453, -1.529], [1.592, 0.633, -4.486], [0.547, 0.962, -1.110], [1.746, 1.712, -0.646], [0.964, -0.400, -1.513], [-0.416, 0.886, -0.007], [0.041, 1.740, -2.275], [4.701, -0.335, -0.868], [5.194, 0.843, -0.038], [6.298, 0.785, 0.495], [4.356, 1.906, 0.075], [4.639, 3.014, 0.969], [5.518, -0.973, -1.174], [4.007, -0.018, -1.659], [4.026, -0.986, -0.291], [3.418, 1.783, -0.318], [5.523, 3.602, 0.716], [4.797, 2.599, 1.968], [3.789, 3.701, 0.952], [-0.289, -2.639, 0.322], [-0.995, -3.095, -0.933], [-1.632, -4.154, -0.950], [-0.818, -2.319, -2.031], [-1.316, -2.604, -3.345], [-0.236, -1.546, 0.390], [0.738, -3.006, 0.369], [-0.801, -3.017, 1.200], [-0.277, -1.469, -1.900], [-1.513, -3.678, -3.411], [-0.549, -2.348, -4.063], [-2.288, -2.132, -3.506], [-4.542, -2.823, 4.024], [-4.282, -2.081, 2.725], [-4.899, -2.338, 1.734], [-3.230, -1.226, 2.726], [-2.932, -0.393, 1.586], [-5.543, -2.533, 4.340], [-3.801, -2.670, 4.808], [-4.515, -3.887, 3.798], [-2.779, -0.985, 3.587], [-2.119, 0.291, 1.879], [-3.753, 0.246, 1.263], [-2.393, -0.847, 0.752], [4.373, -3.924, -3.287], [3.223, -3.031, -2.979], [2.771, -2.273, -3.841], [2.683, -3.025, -1.741], [3.100, -3.772, -0.588], [5.028, -3.313, -3.913], [4.030, -4.811, -3.809], [5.022, -4.164, -2.450], [1.998, -2.288, -1.589], [3.476, -3.112, 0.195], [3.879, -4.488, -0.825], [2.289, -4.385, -0.190], [-3.426, 0.723, -2.249], [-3.532, 2.196, -2.637], [-4.591, 2.793, -2.625], [-2.366, 2.797, -3.021], [-2.414, 4.149, -3.480], [-4.223, 0.508, -1.548], [-2.491, 0.565, -1.701], [-3.427, 0.188, -3.195], [-1.486, 2.407, -2.688], [-1.434, 4.632, -3.581], [-2.960, 4.747, -2.743], [-2.939, 4.173, -4.432], [0.537, -0.276, 3.239], [1.809, -0.196, 2.379], [2.755, -1.141, 2.928], [2.102, -1.991, 4.100], [2.978, -2.076, 5.194], [1.529, -3.175, 3.561], [0.955, -0.950, 4.459], [-0.227, -0.908, 2.783], [0.116, 0.678, 3.535], [2.247, 0.787, 2.246], [1.564, -0.600, 1.392], [-3.424, 3.409, 1.685], [-2.140, 3.782, 0.889], [-1.859, 5.160, 1.169], [-2.806, 5.730, 2.313], [-3.273, 6.984, 1.970], [-2.155, 5.515, 3.552], [-3.966, 4.674, 2.132], [-3.157, 2.920, 2.625], [-4.127, 2.857, 1.077], [-2.307, 3.658, -0.180], [-1.286, 3.210, 1.244]], "lowdin_charge": [1.022, 1.046, 0.187, -0.571, -0.438, -0.337, -0.625, 0.015, -0.537, 0.040, -0.006, -0.072, 0.085, 0.071, 0.068, 0.043, 0.084, 0.092, 0.059, -0.002, -0.520, 0.026, 0.006, -0.062, 0.039, 0.061, 0.089, 0.048, 0.088, 0.069, 0.076, 0.001, -0.578, 0.077, 0.019, -0.086, 0.083, 0.070, 0.085, 0.120, 0.061, 0.082, 0.068, 0.008, -0.544, -0.091, 0.047, -0.067, 0.092, 0.097, 0.071, 0.098, 0.083, 0.077, 0.088, 0.027, -0.552, 0.047, -0.012, -0.091, 0.084, 0.057, 0.083, 0.047, 0.068, 0.085, 0.090, -0.128, -0.132, -0.188, 0.566, -0.204, -0.222, -0.192, 0.102, 0.132, 0.127, 0.101, -0.115, -0.137, -0.206, 0.545, -0.183, -0.215, -0.182, 0.127, 0.129, 0.119, 0.118], "total_charge": 0, "total_energy_ev": -96263.2744, "e_lumo_ev": -1.61}

---

Number 1: M 377.9 g mol⁻¹, HOMO-LUMO gap 11.25 eV. Number 2: M 975.6 g mol⁻¹, HOMO-LUMO gap 7.25 eV.